No. 1
This record from OMol25 describes one molecule with the formula C5H13NS in a non-equilibrium geometry. The level of theory is ωB97M-V/def2-TZVPD.

Output
HOMO-LUMO gap	9.52	eV
LUMO energy	1.00	eV
calculated total energy	-651.17929	Eh
HOMO	-8.511	eV
relative energy (zero: lowest compared OMol25 entry of this formula, charge and spin)	169.8	kJ/mol
net charge	0

```
20
C5H13NS (ωB97M-V/def2-TZVPD)
C 3.612 0.789 1.725
N 2.541 -0.143 1.413
C 1.732 0.392 0.337
C 0.356 0.678 0.749
C -0.552 1.114 -0.411
S -0.736 -0.161 -1.663
C -2.420 -0.870 -1.323
H 3.947 0.249 2.644
H 4.300 0.827 0.913
H 3.129 1.817 1.873
H 3.066 -0.891 0.930
H 2.132 1.370 -0.074
H 1.691 -0.486 -0.447
H -0.117 -0.222 1.103
H 0.480 1.499 1.445
H -1.541 1.330 -0.009
H -0.213 2.129 -0.803
H -2.564 -1.048 -0.320
H -2.379 -1.914 -1.699
H -3.199 -0.225 -1.889
```

Atom charges from the natural (NBO) analysis, given in e for atoms 1 to 8:
1 C -0.42
2 N -0.62
3 C -0.23
4 C -0.42
5 C -0.54
6 S 0.16
7 C -0.73
8 H 0.21

No. 2
This record from OMol25 describes C5H9Br2NO2 as an isolated structure in a non-equilibrium geometry. The level of theory is ωB97M-V/def2-TZVPD.

Output
HOMO-LUMO gap	9.64	eV
LUMO energy	-0.29	eV
calculated total energy	-5549.01359	Eh
HOMO	-9.935	eV
relative energy (zero: lowest compared OMol25 entry of this formula, charge and spin)	193.6	kJ/mol
net charge	0

```
19
C5H9Br2NO2 (ωB97M-V/def2-TZVPD)
C -0.064 0.614 -1.856
C 1.192 -0.580 -0.001
C -1.560 0.155 1.976
C 0.173 0.498 -0.392
C -1.599 0.018 0.472
N 0.391 1.783 0.201
O 1.095 1.742 1.188
O -0.293 2.722 -0.163
Br -1.808 -1.752 -0.275
Br -2.959 1.214 -0.131
H -0.393 -0.281 -2.297
H -1.011 1.202 -2.184
H 0.802 1.070 -2.344
H 1.806 -0.758 -0.943
H 0.626 -1.535 0.191
H 1.755 -0.411 0.941
H -2.231 -0.508 2.497
H -1.756 1.232 2.310
H -0.511 -0.013 2.514
```

Atom charges from the natural (NBO) analysis, given in e for atoms 1 to 8:
1 C -0.70
2 C -0.68
3 C -0.74
4 C 0.16
5 C -0.17
6 N 0.47
7 O -0.39
8 O -0.37

No. 3
This record from OMol25 describes C35H24F3N4O2PdSSb as an isolated structure. The level of theory is ωB97M-V/def2-TZVPD.

Output
HOMO-LUMO gap (spin up / spin down)	6.35 / 4.74	eV
LUMO energy (spin up / spin down)	-6.36 / -8.94	eV
calculated total energy	-2782.85919	Eh
HOMO (spin up / spin down)	-12.711 / -13.677	eV
multiplicity	5
net charge	+2
⟨S²⟩	6.0761

```
71
C35H24F3N4O2PdSSb (ωB97M-V/def2-TZVPD)
Pd -2.150 -0.532 0.518
C 0.972 7.667 4.676
O 2.087 7.535 3.786
C 2.519 6.326 3.452
C 1.959 5.129 3.939
C 2.489 3.925 3.537
C 3.577 3.906 2.658
C 4.168 5.103 2.217
C 3.630 6.304 2.589
N 4.230 2.746 2.246
N 3.813 1.608 2.377
C 2.610 0.996 2.247
C 2.433 -0.171 3.016
C 1.284 -0.921 2.964
C 0.263 -0.574 2.063
O -0.804 -1.266 1.925
C 0.466 0.583 1.206
N -0.518 0.812 0.297
C -0.381 1.785 -0.579
C 0.763 2.594 -0.614
C 1.762 2.386 0.299
C 1.621 1.366 1.264
H 0.770 8.732 4.725
H 1.235 7.294 5.666
H 0.103 7.140 4.279
H 1.149 5.151 4.650
H 2.090 3.003 3.938
H 5.045 5.051 1.587
H 4.051 7.245 2.266
H 3.243 -0.453 3.676
H 1.157 -1.796 3.584
H -1.186 1.923 -1.292
H 0.847 3.361 -1.371
H 2.659 2.987 0.265
S -6.553 1.214 1.312
C -5.169 0.537 0.785
N -4.189 0.046 0.384
F -3.848 -3.337 -7.309
C -3.422 -3.045 -6.082
C -3.951 -1.939 -5.442
C -3.501 -1.642 -4.165
C -2.545 -2.452 -3.559
C -2.026 -3.563 -4.226
C -2.468 -3.865 -5.503
Sb -1.795 -2.095 -1.646
C -2.119 -3.907 -0.652
C -3.144 -4.731 -1.126
C -3.414 -5.939 -0.507
C -2.652 -6.298 0.590
F -2.903 -7.460 1.191
C -1.644 -5.498 1.096
C -1.387 -4.290 0.473
C 0.254 -1.832 -1.951
C 0.703 -1.429 -3.209
C 2.052 -1.193 -3.429
C 2.929 -1.365 -2.376
F 4.228 -1.135 -2.577
C 2.517 -1.768 -1.117
C 1.168 -1.994 -0.910
H -4.694 -1.335 -5.942
H -3.908 -0.779 -3.655
H -1.282 -4.203 -3.765
H -2.092 -4.717 -6.050
H -3.732 -4.448 -1.990
H -4.193 -6.600 -0.858
H -1.087 -5.825 1.961
H -0.620 -3.651 0.886
H 0.011 -1.302 -4.032
H 2.428 -0.887 -4.395
H 3.249 -1.908 -0.335
H 0.840 -2.312 0.071
```

Atom charges from the Löwdin analysis, given in e for atoms 1 to 8:
1 Pd 0.75
2 C -0.03
3 O -0.03
4 C -0.25
5 C 0.02
6 C 0.01
7 C -0.26
8 C 0.01

No. 4
This record from OMol25 describes one molecule with the formula C17H18N2O6S2 in a non-equilibrium geometry. The level of theory is ωB97M-V/def2-TZVPD.

Output
HOMO-LUMO gap	9.14	eV
LUMO energy	0.07	eV
calculated total energy	-2015.93875	Eh
HOMO	-9.070	eV
relative energy (zero: lowest compared OMol25 entry of this formula, charge and spin)	98.6	kJ/mol
net charge	0

```
45
C17H18N2O6S2 (ωB97M-V/def2-TZVPD)
O -3.861 -2.979 -0.610
C -3.666 -2.096 0.183
C -4.701 -1.015 0.532
O -4.133 0.216 0.089
C -3.393 0.911 0.980
O -3.413 0.688 2.174
C -2.508 1.859 0.339
C -1.660 2.746 0.961
C -0.794 3.383 0.062
C -0.978 2.965 -1.223
S -2.219 1.800 -1.371
N -2.466 -1.852 0.809
C -1.233 -1.928 0.155
C -0.934 -2.914 -0.780
C 0.252 -2.851 -1.495
C 1.138 -1.802 -1.308
C 0.835 -0.839 -0.364
S 1.862 0.614 -0.200
O 1.844 1.332 -1.442
O 1.479 1.332 0.985
N 3.388 -0.074 -0.036
C 4.484 0.819 -0.365
C 5.779 0.005 -0.345
O 5.976 -0.597 0.913
C 4.905 -1.445 1.248
C 3.576 -0.685 1.264
C -0.319 -0.898 0.383
H -4.906 -0.974 1.608
H -5.617 -1.173 -0.036
H -1.670 2.910 2.023
H -0.051 4.101 0.352
H -0.434 3.267 -2.096
H -2.488 -1.160 1.550
H -1.646 -3.702 -0.963
H 0.472 -3.618 -2.221
H 2.044 -1.709 -1.883
H 4.284 1.232 -1.353
H 4.552 1.638 0.365
H 6.642 0.650 -0.514
H 5.734 -0.767 -1.127
H 5.131 -1.847 2.237
H 4.836 -2.268 0.521
H 2.742 -1.366 1.442
H 3.587 0.081 2.053
H -0.510 -0.118 1.105
```

Atom charges from the natural (NBO) analysis, given in e for atoms 1 to 8:
1 O -0.56
2 C 0.67
3 C -0.18
4 O -0.50
5 C 0.77
6 O -0.62
7 C -0.38
8 C -0.15

No. 5
This record from OMol25 describes C16H12BaCl2N5O7S2 as an isolated structure. The level of theory is ωB97M-V/def2-TZVPD.

Output
HOMO-LUMO gap	6.18	eV
LUMO energy	0.53	eV
calculated total energy	-3159.10162	Eh
HOMO	-5.653	eV
relative energy (zero: lowest compared OMol25 entry of this formula, charge and spin)	1533.2	kJ/mol
net charge	-1

```
45
C16H12BaCl2N5O7S2 (ωB97M-V/def2-TZVPD)
Ba 1.396 0.771 -0.650
C -3.424 -2.593 3.400
S -1.645 -2.367 3.599
C -1.175 -1.539 2.131
S 0.460 -1.227 1.992
N -2.227 -1.094 1.399
N -2.198 -0.846 0.139
C -1.265 -1.396 -0.626
C -1.109 -0.963 -1.960
C -2.168 -0.153 -2.582
C -2.420 0.188 -3.861
C -1.713 0.068 -5.141
C -0.454 -0.231 -5.499
N 0.054 -1.368 -2.471
H -3.762 -3.073 4.318
H -3.649 -3.231 2.550
H -3.916 -1.632 3.276
H -0.552 -2.114 -0.241
H -2.924 0.117 -1.857
H -3.377 0.690 -3.968
H -2.311 0.338 -6.009
H 0.076 0.675 -3.338
Cl 0.444 -0.599 -3.935
C 2.463 0.071 -3.532
Cl 3.214 -1.416 -2.999
H 2.743 0.132 -4.592
H 0.772 -1.888 -4.427
O 0.764 3.320 -0.407
C 0.615 2.980 0.801
O -0.104 2.014 1.155
C 1.590 3.532 1.809
C 1.371 4.596 2.625
C 2.383 5.007 3.509
C 3.590 4.351 3.561
C 3.802 3.251 2.746
C 2.829 2.785 1.818
O 2.993 1.824 0.999
N 5.097 2.595 2.863
O 6.046 3.276 3.234
O 5.180 1.415 2.589
N 2.156 6.143 4.379
O 1.075 6.709 4.316
O 3.039 6.468 5.159
H 0.434 5.134 2.604
H 4.366 4.681 4.234
```

Atom charges from the Löwdin analysis, given in e for atoms 1 to 8:
1 Ba 1.87
2 C -0.42
3 S 0.83
4 C -1.16
5 S 0.55
6 N -0.07
7 N 0.03
8 C -0.22

No. 6
This record from OMol25 describes a 2-piece molecular cluster, C5H13NO2 overall in a non-equilibrium geometry. The level of theory is ωB97M-V/def2-TZVPD.

Output
HOMO-LUMO gap	9.04	eV
LUMO energy	0.79	eV
calculated total energy	-403.44164	Eh
HOMO	-8.252	eV
relative energy (zero: lowest compared OMol25 entry of this formula, charge and spin)	354.4	kJ/mol
net charge	0

```
21
C5H13NO2 (ωB97M-V/def2-TZVPD)
C -1.722 -0.810 2.704
C -2.315 -0.826 1.339
N -1.426 0.009 0.493
C -1.374 -0.380 -0.947
C -0.964 0.642 -1.997
C 0.549 0.586 -2.397
O 0.846 -0.614 -2.600
H -0.613 -1.004 2.677
H -1.766 0.102 3.265
H -2.257 -1.631 3.254
H -3.300 -0.495 1.181
H -2.330 -1.898 0.923
H -1.379 0.875 0.777
H -2.421 -0.715 -1.204
H -0.560 -1.236 -0.957
H -1.468 0.602 -2.980
H -1.121 1.693 -1.610
H 1.179 1.409 -2.583
O 5.365 1.230 2.294
H 5.716 1.757 1.618
H 5.570 0.274 2.422
```

Atom charges from the natural (NBO) analysis, given in e for atoms 1 to 8:
1 C -0.62
2 C -0.22
3 N -0.66
4 C -0.23
5 C -0.51
6 C 0.42
7 O -0.53
8 H 0.22

Which of these has the lowest calculated total energy?
C5H9Br2NO2

The lowest net charge belongs to which entry?
C16H12BaCl2N5O7S2

Number 5 is which compound?
C16H12BaCl2N5O7S2